1.
Computed, not measured: C37H55FGaIN7O8P as an isolated structure in a non-equilibrium geometry, with ωB97M-V/def2-TZVPD.

Summary:
2S+1: 1
E_HOMO (spin up / spin down): -6.50 / -4.20 eV

Last column: Löwdin charge in e.
Geometry (Å):
Ga 0.0694 0.3246 0.3167  0.4874
F -0.7207 -5.2786 3.9895  0.0198
C 0.4611 -4.6363 3.6861  -0.2088
C 0.4043 -3.3690 3.1673  0.0465
C 1.5991 -2.6650 2.8690  -0.0589
C 1.5892 -1.3737 2.2654  -0.2799
O 0.4969 -0.7019 2.1273  -0.0919
C 2.8602 -0.8702 1.8247  -0.0399
C 4.0017 -1.4700 2.2258  0.0191
N 4.0077 -2.6151 2.9760  -0.0032
C 5.2308 -3.0585 3.5592  -0.2783
C 5.2976 -3.1876 5.0569  -0.1065
C 6.0182 -2.0719 4.3676  -0.0875
C 2.8286 -3.3041 3.1818  -0.1394
C 2.8478 -4.5965 3.6701  0.0257
C 1.6558 -5.3046 3.9231  -0.1924
N 1.7680 -6.6479 4.3718  -0.1117
C 2.3133 -6.9210 5.6646  -0.1456
C 1.1998 -7.1822 6.7004  -0.0903
N 0.4115 -8.3439 6.2050  0.0421
C -0.2190 -8.0377 4.8879  -0.0957
C 0.8969 -7.6722 3.8893  -0.1427
C 2.9560 0.2889 0.8622  -0.5771
O 3.9381 1.0158 0.8944  0.0573
O 1.9975 0.3915 0.0159  -0.0111
H -0.5423 -2.9100 2.9382  0.1056
H 4.9611 -1.0556 1.9574  0.1441
H 5.7778 -3.7820 2.9604  0.1495
H 5.8701 -4.0016 5.4796  0.0966
H 4.4022 -2.9448 5.6105  0.1061
H 7.0958 -2.1006 4.3158  0.1010
H 5.6113 -1.0766 4.4588  0.1101
H 3.7834 -5.0999 3.8471  0.1090
H 2.9253 -6.0797 5.9882  0.1337
H 2.9528 -7.8171 5.6204  0.1295
H 0.5405 -6.3149 6.7614  0.1422
H 1.6050 -7.4093 7.6887  0.1311
H -0.3014 -8.6208 6.8868  0.1838
H 1.0645 -9.1292 6.0699  0.1795
H -0.9042 -7.1998 5.0122  0.1220
H -0.7738 -8.9099 4.5424  0.1334
H 0.4522 -7.3372 2.9525  0.1171
H 1.4895 -8.5790 3.6890  0.1299
N -2.2853 -0.7431 2.4674  0.2074
C -2.7869 -0.8030 1.2245  -0.6838
O -2.3598 -0.1317 0.2990  -0.0471
C -4.0599 -1.6064 1.0853  -0.5432
I -5.6709 -0.2991 0.5443  0.7859
H -1.3443 -0.3605 2.5081  0.0710
H -2.4927 -1.4804 3.1209  0.1094
H -4.3491 -2.0960 2.0106  0.0425
H -3.9567 -2.3325 0.2862  0.0461
C -1.3611 3.1834 -4.6276  -0.1229
N -0.8017 2.6902 -3.3948  -0.3028
C 0.0131 3.6357 -2.6704  -0.0971
P -0.6634 1.0442 -3.1049  0.6159
O -0.1116 0.8115 -1.7569  -0.2338
N -2.2144 0.4514 -3.4060  -0.2849
C -3.2152 1.1198 -2.5795  -0.1097
C -2.2600 -0.9913 -3.2058  -0.0989
N 0.2755 0.2600 -4.2556  -0.3029
C -0.1123 0.2153 -5.6448  -0.1257
C 1.7031 0.2325 -4.0188  -0.0906
H -1.9950 4.0525 -4.4253  0.0869
H -1.9675 2.4023 -5.0778  0.0685
H -0.5863 3.4942 -5.3402  0.0842
H -0.6095 4.4608 -2.3080  0.0877
H 0.8082 4.0541 -3.2991  0.0871
H 0.4628 3.1261 -1.8209  0.0673
H -3.1783 2.1937 -2.7517  0.0739
H -3.0443 0.9278 -1.5166  0.0553
H -4.2061 0.7535 -2.8588  0.0832
H -1.4903 -1.4668 -3.8109  0.0777
H -3.2387 -1.3587 -3.5222  0.0896
H -2.0930 -1.2576 -2.1586  0.0759
H -1.1975 0.2455 -5.7130  0.0692
H 0.2436 -0.7201 -6.0873  0.0864
H 0.3075 1.0451 -6.2278  0.0815
H 1.8765 0.2996 -2.9461  0.0754
H 2.2217 1.0599 -4.5181  0.0860
H 2.1185 -0.7086 -4.3870  0.0887
O 2.3727 -2.6630 -0.6902  0.0815
C 1.7831 -3.7969 -0.3027  -0.2595
C 2.5844 -4.9390 -0.1930  -0.0121
C 2.0449 -6.1599 0.1463  -0.0939
C 0.6866 -6.2739 0.4052  -0.1222
C -0.1058 -5.1463 0.3466  -0.0327
C 0.4160 -3.9060 -0.0056  -0.0576
C -0.4947 -2.7035 0.0487  -0.5203
O -1.6210 -2.8526 0.5260  0.0285
O -0.0116 -1.6097 -0.4034  -0.0231
H 1.6986 -1.9394 -0.6984  0.0855
H 3.6375 -4.8306 -0.3977  0.1137
H 2.6832 -7.0325 0.2054  0.0985
H 0.2499 -7.2366 0.6395  0.0866
H -1.1595 -5.1997 0.5812  0.1169
C -0.8809 4.3976 1.8100  -0.0730
C -0.0657 3.0944 1.8612  -0.6737
C 1.4085 3.4434 1.5934  -0.0371
C -0.1779 2.4781 3.2613  -0.0605
C -0.6140 2.1331 0.8530  0.0094
H -0.5448 5.0844 2.5863  0.0766
H -1.9386 4.1952 1.9633  0.0792
H -0.7610 4.8887 0.8458  0.0719
H 1.7607 4.1756 2.3205  0.0847
H 1.5335 3.8571 0.5949  0.0835
H 2.0290 2.5561 1.6687  0.0624
H 0.2369 3.1374 4.0228  0.0798
H 0.3628 1.5347 3.2787  0.0672
H -1.2243 2.2875 3.4920  0.0807
H -1.0845 2.6096 -0.0005  0.0384

---

2.
Computed, not measured: one molecule with the formula C4H9NS in a non-equilibrium geometry, with ωB97M-V/def2-TZVPD.

Summary:
2S+1: 1
SMILES string: C=NC(C)(C)S
E_HOMO: -9.06 eV

Last column: Löwdin charge in e.
Geometry (Å):
C -1.3082 1.8162 0.1873  -0.0793
C 0.8674 -0.3734 1.3427  -0.0502
C 0.8119 -0.6440 -1.2597  -0.1376
C 0.0442 -0.1030 -0.0943  -0.7221
N -0.3337 1.2735 -0.3617  -0.0339
S -1.6410 -1.1279 0.0878  0.7098
H -1.6369 2.7614 -0.0834  0.0508
H -1.8926 1.2789 0.9513  0.0547
H 1.2069 0.6414 1.8998  0.1223
H 1.7238 -0.8787 1.1543  -0.0015
H 0.2169 -0.9452 1.9809  0.0262
H 0.1982 -0.8760 -2.1529  0.0750
H 1.4168 0.1380 -1.7736  0.0881
H 1.5684 -1.3593 -0.8216  0.0953
H -1.2420 -1.6021 -1.0569  -0.1976

---

3.
Computed, not measured: one molecule with the formula C5H8O in a non-equilibrium geometry, with ωB97M-V/def2-TZVPD.

Summary:
2S+1: 1
SMILES string: C=C/C=C(/C)O
E_HOMO: -8.43 eV

Last column: Löwdin charge in e.
Geometry (Å):
C -0.8359 1.3139 -2.1582  -0.0102
C -0.5395 0.2166 -1.4907  -0.1784
C -0.6764 0.2078 0.0053  -0.0823
C 0.2915 -0.3083 0.7605  -0.4022
O 1.3332 -1.0729 0.3454  0.0497
C 0.2762 -0.2475 2.2812  -0.0202
H -0.7660 1.4073 -3.2441  0.0509
H -1.2360 2.2611 -1.8163  0.0602
H -0.2612 -0.7508 -1.8927  0.0988
H -1.5626 0.6440 0.4237  0.1037
H 1.3835 -1.1196 -0.6136  0.0921
H 0.3415 -1.2198 2.7546  0.0788
H -0.6164 0.2996 2.5576  0.0744
H 1.1877 0.3058 2.5164  0.0847

---

4.
Computed, not measured: a 4-piece molecular cluster, C21H48N2O3P overall in a non-equilibrium geometry, with ωB97M-V/def2-TZVPD.

Summary:
2S+1: 1
net charge: +1
E_HOMO: -12.75 eV

Last column: Löwdin charge in e.
Geometry (Å):
O 2.5654 0.1666 4.3127  -0.2329
P 2.4391 1.0715 3.1789  0.4445
O 2.9071 0.2631 1.8693  -0.1073
O 3.3696 2.3505 3.3083  -0.0887
C 0.6994 1.5021 2.9158  -0.2345
C 0.0780 2.6155 2.5055  0.0359
N -1.2819 2.2116 2.5133  0.1416
C -1.3760 0.9774 2.9026  -0.0620
N -0.1890 0.4880 3.1815  0.1665
H 3.3112 0.8970 1.2536  0.0833
H 4.1490 2.0601 3.8131  0.1157
H 0.5411 3.5500 2.2367  0.1489
H -2.0855 2.7665 2.2482  0.1763
H -2.2552 0.3579 3.0252  0.1695
H 0.0674 -0.4316 3.5242  0.1914
C -1.3172 3.4129 -0.7246  -0.1267
C -1.9485 3.4313 -2.1117  -0.2564
C -3.2787 4.1813 -2.1557  -0.2191
C -4.3863 3.5814 -1.2862  -0.2257
C -4.7334 2.1235 -1.5941  -0.2775
C -5.2710 1.9188 -3.0069  -0.0974
H -1.9599 2.8978 -0.0056  0.0338
H -0.3583 2.8886 -0.7485  0.0701
H -1.1383 4.4289 -0.3617  0.0812
H -2.0750 2.4069 -2.4707  0.1035
H -1.2544 3.9136 -2.8036  0.1114
H -3.6172 4.2353 -3.1927  0.1069
H -3.1144 5.2169 -1.8416  0.1128
H -5.2860 4.1918 -1.4023  0.1147
H -4.1062 3.6616 -0.2293  0.0908
H -5.4930 1.7926 -0.8795  0.1046
H -3.8610 1.4800 -1.4352  0.0825
H -6.1699 2.5157 -3.1696  0.0823
H -5.5302 0.8716 -3.1672  0.0599
H -4.5347 2.1937 -3.7634  0.0715
C 4.9356 -2.5978 0.6795  -0.1047
C 6.2372 -1.8123 0.8002  -0.2604
C 6.2133 -0.4843 0.0443  -0.2295
C 6.0332 -0.6007 -1.4705  -0.2311
C 7.0879 -1.4472 -2.1822  -0.2671
C 8.4996 -0.8823 -2.0566  -0.1079
H 4.7239 -2.8711 -0.3555  0.0685
H 4.9949 -3.5211 1.2575  0.0736
H 4.0944 -2.0152 1.0615  0.0530
H 7.0719 -2.4290 0.4592  0.1022
H 6.4224 -1.6052 1.8580  0.1055
H 7.1369 0.0598 0.2608  0.1033
H 5.4001 0.1361 0.4425  0.0826
H 6.0390 0.4069 -1.8994  0.1086
H 5.0437 -1.0132 -1.6907  0.0995
H 6.8259 -1.5014 -3.2418  0.1062
H 7.0682 -2.4744 -1.8087  0.1000
H 8.5520 0.1274 -2.4689  0.0759
H 9.2076 -1.5055 -2.6039  0.0724
H 8.8300 -0.8463 -1.0173  0.0657
C -2.9684 -4.2679 2.1613  -0.1100
C -2.9881 -4.1702 0.6388  -0.2625
C -2.5472 -2.8046 0.1150  -0.2271
C -3.4359 -1.6332 0.5377  -0.2454
C -4.9072 -1.7547 0.1436  -0.2602
C -5.1208 -1.8037 -1.3656  -0.0959
H -3.6601 -3.5591 2.6215  0.0627
H -3.2631 -5.2669 2.4828  0.0745
H -1.9656 -4.0729 2.5504  0.0706
H -3.9861 -4.4165 0.2682  0.1029
H -2.3156 -4.9288 0.2319  0.1092
H -2.4935 -2.8447 -0.9758  0.1053
H -1.5244 -2.6068 0.4570  0.1038
H -3.0274 -0.7129 0.0995  0.0949
H -3.3741 -1.5023 1.6265  0.0805
H -5.4443 -0.8902 0.5449  0.1013
H -5.3550 -2.6362 0.6085  0.1033
H -4.7212 -0.9066 -1.8436  0.0530
H -6.1852 -1.8615 -1.5958  0.0795
H -4.6406 -2.6743 -1.8138  0.0724

---

Ordered ΔE to the lowest compared entry with this formula, charge and spin results: 0.0 234.5 149.3 0.0; unit kJ/mol.